(1)
117
Properties=species:S:1:pos:R:3:mulliken_charge:R:1 method="wB97M-V/def2-TZVPD" smiles="C[C@H]1COC(=O)O1.C[C@H]1COC(=O)O1.C[C@H]1COC(=O)O1.C[C@H]1COC(=O)O1.C[C@H]1COC(=O)O1.C[C@H]1COC(=O)O1.C[C@H]1COC(=O)O1.C[C@H]1COC(=O)O1.C[C@H]1COC(=O)O1" e_above_lowest_kcal_mol=342.3 total_charge=0 e_lumo_ev=0.10 e_tot_ha=-3435.2680 multiplicity=1 homo_lumo_gap_ha=0.3614
C 47.490 53.638 41.051 -1.59
C 46.870 54.205 42.290 0.49
C 45.808 53.173 42.925 0.07
O 46.419 52.789 44.220 -0.28
C 47.480 53.586 44.383 0.56
O 48.208 53.566 45.298 -0.50
O 47.816 54.365 43.323 -0.34
H 47.908 52.736 41.103 0.46
H 48.201 54.508 40.665 0.29
H 46.766 53.336 40.324 0.47
H 46.406 55.218 42.083 0.25
H 45.827 52.151 42.403 -0.10
H 44.660 53.411 43.124 0.25
C 50.067 47.129 48.105 -0.69
C 51.287 47.168 49.048 0.39
C 52.159 45.890 49.127 -0.34
O 53.481 46.481 49.113 -0.32
C 53.435 47.720 48.849 0.72
O 54.376 48.449 48.776 -0.63
O 52.308 48.156 48.767 -0.29
H 49.420 46.532 48.651 0.93
H 50.318 46.646 47.179 -0.21
H 49.484 48.061 47.871 -0.32
H 51.130 47.631 50.082 0.33
H 52.023 45.235 48.346 0.21
H 51.972 45.196 50.207 0.25
C 49.642 43.252 45.844 -1.17
C 49.367 42.873 44.350 0.05
C 47.848 42.730 43.870 0.41
O 47.887 43.285 42.573 -0.34
C 48.961 43.875 42.314 0.57
O 49.257 44.458 41.229 -0.66
O 49.892 43.725 43.384 -0.01
H 49.048 44.214 45.838 0.12
H 50.592 43.532 46.055 0.36
H 49.272 42.562 46.498 0.45
H 50.106 41.967 43.994 0.20
H 47.339 43.296 44.712 -0.27
H 47.553 41.703 43.676 0.35
C 51.332 49.659 44.438 -0.82
C 51.787 49.961 45.772 1.33
C 53.092 50.644 46.011 -0.47
O 52.812 51.816 46.730 -0.36
C 51.517 51.909 47.051 0.35
O 51.078 52.818 47.651 -0.55
O 50.891 50.866 46.566 0.05
H 52.209 49.165 43.772 0.19
H 50.970 50.578 43.941 0.51
H 50.569 48.906 44.741 -0.13
H 51.615 49.183 46.415 -0.74
H 53.591 51.069 44.891 0.18
H 53.831 50.064 46.460 0.41
C 43.221 46.759 45.802 -1.31
C 43.792 45.421 46.391 0.35
C 44.989 44.788 45.590 -0.12
O 46.040 44.786 46.472 -0.11
C 45.753 45.478 47.543 0.57
O 46.560 45.627 48.485 -0.66
O 44.497 45.820 47.539 -0.28
H 42.627 46.539 45.022 0.54
H 43.999 47.454 45.632 0.04
H 42.490 47.339 46.365 0.43
H 42.911 44.654 46.540 0.27
H 45.207 45.380 44.635 0.00
H 44.565 43.580 45.509 0.31
C 45.901 49.679 43.645 -0.71
C 47.217 49.383 44.252 1.15
C 47.256 49.205 45.751 -0.23
O 47.701 47.885 45.896 0.17
C 48.069 47.455 44.746 0.12
O 48.690 46.352 44.634 -0.41
O 47.718 48.200 43.710 -0.14
H 45.537 50.789 43.968 0.11
H 45.112 48.767 43.956 -0.12
H 45.969 49.742 42.672 0.06
H 47.835 50.285 43.811 -0.20
H 46.315 49.233 46.229 0.26
H 47.972 49.952 46.131 -0.32
C 53.568 44.482 42.531 -2.03
C 52.929 45.679 43.155 0.76
C 52.111 45.504 44.413 0.13
O 52.731 46.435 45.329 -0.13
C 53.806 46.926 44.963 0.42
O 54.492 47.711 45.663 -0.64
O 54.082 46.498 43.772 -0.43
H 52.809 44.031 42.177 0.62
H 54.148 43.846 43.229 0.37
H 54.342 44.587 41.806 0.40
H 52.512 46.332 42.328 0.20
H 52.175 44.536 44.702 0.64
H 51.025 45.757 43.898 -0.32
C 48.194 51.206 49.225 -1.46
C 47.323 50.190 49.808 0.58
C 46.288 50.599 50.878 -0.71
O 45.064 50.095 50.555 -0.35
C 45.198 49.640 49.314 0.46
O 44.173 49.166 48.689 -0.64
O 46.383 49.851 48.792 0.13
H 47.775 52.038 48.573 0.31
H 48.713 50.653 48.434 -0.15
H 48.910 51.482 49.699 0.92
H 47.946 49.422 50.023 0.31
H 46.145 51.615 51.049 0.33
H 46.466 50.254 51.837 0.39
C 45.697 46.799 40.917 -1.80
C 46.579 47.386 39.849 0.52
C 45.832 47.879 38.464 -0.44
O 46.085 49.280 38.453 -0.34
C 46.738 49.716 39.616 0.39
O 46.901 50.864 40.010 -0.47
O 47.005 48.525 40.338 -0.15
H 45.072 46.070 40.530 0.57
H 45.058 47.471 41.413 0.53
H 46.189 46.507 41.793 0.27
H 47.291 46.639 39.568 0.31
H 44.713 47.552 38.657 0.27
H 46.517 47.365 37.815 0.38


(2)
117
Properties=species:S:1:pos:R:3:mulliken_charge:R:1 method="wB97M-V/def2-TZVPD" smiles="C[C@H]1COC(=O)O1.C[C@H]1COC(=O)O1.C[C@H]1COC(=O)O1.C[C@H]1COC(=O)O1.C[C@H]1COC(=O)O1.C[C@H]1COC(=O)O1.C[C@H]1COC(=O)O1.C[C@H]1COC(=O)O1.C[C@H]1COC(=O)O1" e_above_lowest_kcal_mol=166.9 total_charge=0 e_lumo_ev=-0.18 e_tot_ha=-3435.5475 multiplicity=1 homo_lumo_gap_ha=0.3756
C -3.099 0.230 -3.061 -0.76
C -3.958 0.263 -4.354 0.18
C -3.154 -0.126 -5.591 -0.27
O -3.690 -1.321 -6.051 -0.34
C -4.699 -1.629 -5.290 0.71
O -5.313 -2.634 -5.319 -0.57
O -4.804 -0.866 -4.297 -0.36
H -2.248 0.910 -3.080 0.42
H -2.633 -0.746 -2.922 -0.10
H -3.742 0.493 -2.221 0.27
H -4.496 1.211 -4.334 0.40
H -2.113 -0.319 -5.334 0.12
H -3.145 0.790 -6.181 0.32
C 2.132 -1.996 5.975 -1.37
C 1.602 -0.511 6.237 0.30
C 2.595 0.622 6.269 -0.33
O 2.265 1.173 4.982 -0.40
C 1.120 0.754 4.511 0.59
O 0.596 1.329 3.546 -0.57
O 0.703 -0.122 5.315 -0.19
H 1.365 -2.723 5.707 0.32
H 2.647 -2.292 6.889 0.41
H 2.896 -1.942 5.200 0.36
H 1.016 -0.554 7.155 0.29
H 3.618 0.245 6.287 0.31
H 2.369 1.341 7.056 0.28
C 7.189 1.968 -3.163 -1.28
C 6.614 0.733 -2.299 0.02
C 5.223 0.917 -1.763 0.34
O 4.509 0.021 -2.506 -0.06
C 5.287 -0.597 -3.403 0.48
O 4.845 -1.341 -4.235 -0.54
O 6.567 -0.254 -3.186 -0.37
H 6.472 2.254 -3.933 0.29
H 8.099 1.800 -3.741 0.42
H 7.382 2.808 -2.496 0.39
H 7.369 0.485 -1.553 0.37
H 4.985 1.969 -1.924 -0.42
H 5.298 0.633 -0.714 0.37
C -2.150 -1.662 3.894 -0.21
C -3.485 -2.138 4.728 -0.04
C -4.758 -2.117 3.868 0.59
O -5.400 -3.302 4.340 -0.40
C -4.473 -4.137 4.858 0.60
O -4.652 -5.366 5.057 -0.62
O -3.320 -3.478 4.987 -0.41
H -1.780 -2.433 3.219 0.33
H -1.324 -1.559 4.598 0.12
H -2.295 -0.685 3.431 -0.43
H -3.494 -1.750 5.747 0.46
H -4.520 -2.254 2.813 -0.27
H -5.344 -1.205 3.982 0.16
C -3.111 -4.498 1.357 -1.40
C -2.980 -3.502 0.123 0.77
C -4.289 -3.157 -0.662 -0.65
O -4.440 -1.738 -0.510 -0.35
C -3.428 -1.217 0.178 0.43
O -3.270 -0.066 0.600 -0.48
O -2.571 -2.264 0.493 -0.15
H -2.928 -3.978 2.297 0.13
H -2.355 -5.280 1.284 0.42
H -4.090 -4.936 1.548 0.37
H -2.200 -3.811 -0.573 0.22
H -5.151 -3.639 -0.203 0.40
H -4.221 -3.638 -1.637 0.30
C 3.620 4.498 -2.550 -1.54
C 5.084 4.862 -2.425 0.82
C 5.694 5.423 -3.684 -0.43
O 6.263 6.614 -3.486 -0.30
C 5.872 6.974 -2.305 0.54
O 6.018 8.103 -1.879 -0.58
O 5.123 6.017 -1.702 -0.40
H 3.679 3.606 -3.173 0.43
H 3.060 5.276 -3.069 0.40
H 3.255 4.095 -1.606 0.29
H 5.671 4.059 -1.980 0.20
H 5.038 5.378 -4.553 0.32
H 6.544 4.753 -3.817 0.24
C -2.455 2.344 2.676 -0.95
C -3.262 1.933 3.875 0.58
C -3.830 3.113 4.570 -0.47
O -5.088 2.673 4.940 -0.38
C -5.402 1.631 3.985 0.49
O -6.567 1.215 3.825 -0.64
O -4.438 1.306 3.314 -0.03
H -1.605 2.932 3.020 0.41
H -3.009 3.156 2.206 0.61
H -2.212 1.585 1.931 -0.43
H -2.626 1.336 4.527 0.12
H -3.912 4.046 4.013 0.28
H -3.251 3.360 5.460 0.38
C 2.200 -3.500 -5.022 -1.49
C 1.529 -3.250 -3.670 0.60
C 1.170 -1.853 -3.307 -0.15
O -0.212 -2.017 -2.994 0.02
C -0.712 -3.211 -3.302 0.39
O -1.909 -3.602 -3.272 -0.61
O 0.299 -3.931 -3.631 -0.35
H 2.310 -4.578 -4.899 0.38
H 3.054 -2.900 -5.334 0.31
H 1.683 -3.311 -5.963 0.39
H 2.087 -3.648 -2.822 0.23
H 1.374 -1.286 -4.215 0.11
H 1.762 -1.520 -2.454 0.15
C 0.170 -0.474 0.944 -0.77
C -0.285 0.325 -0.339 1.88
C -0.240 1.901 -0.125 0.00
O 0.472 2.343 -1.259 -0.44
C 1.058 1.313 -1.877 0.55
O 1.839 1.321 -2.838 -0.63
O 0.798 0.232 -1.247 -0.27
H -0.441 -0.214 1.809 -0.47
H 1.184 -0.221 1.254 0.54
H 0.134 -1.529 0.673 0.34
H -1.128 -0.144 -0.847 -1.11
H 0.206 2.166 0.834 0.17
H -1.302 2.132 -0.204 0.34


(3)
109
Properties=species:S:1:pos:R:3:mulliken_charge:R:1 method="wB97M-V/def2-TZVPD" smiles="CC[C@@H](C)[C@](CCC(C)C)(O[C@H](CCCCS(=O)(=O)O)P(=N)(O)O)[C@](CC(=O)O)(C[C@H](C)F)OCB(N)O.O=C1c2ccccc2C(=O)c2ccccc21" total_charge=0 e_lumo_ev=-0.93 e_tot_ha=-3281.2907 multiplicity=1 homo_lumo_gap_ha=0.2990
C -2.313 2.953 -2.332 -0.91
C -0.723 2.642 -2.242 -0.51
C -0.339 1.589 -1.073 0.48
C 0.107 0.248 -1.830 -0.92
C 0.556 2.120 0.118 0.84
C -0.176 3.489 0.645 -1.55
C -1.641 3.333 1.234 -0.19
C -2.671 4.516 0.773 0.23
C -2.977 5.472 2.055 -1.52
C -4.121 3.875 0.392 -1.26
O 1.892 2.566 -0.138 -0.32
C 2.496 2.491 -1.383 0.34
C 3.354 1.149 -1.726 0.38
C 3.578 1.022 -3.338 -1.11
C 3.399 -0.500 -3.858 -0.66
C 4.595 -1.468 -3.392 -0.64
S 3.785 -2.956 -2.583 1.17
O 2.709 -3.513 -3.491 -0.62
O 4.896 -3.940 -2.332 -0.65
O 3.018 -2.510 -1.154 -0.36
P 3.872 3.853 -1.334 0.61
N 4.775 3.516 -0.039 -0.79
O 3.159 5.365 -1.041 -0.58
O 4.809 3.880 -2.754 -0.57
C 0.767 1.061 1.358 -0.04
C -0.610 0.221 1.669 -0.28
C -0.306 -1.075 2.598 0.02
O -0.509 -0.966 3.836 -0.63
O 0.130 -2.340 2.076 -0.58
C 1.051 1.742 2.763 -1.22
C 2.247 2.753 2.963 1.09
C 3.227 2.189 4.139 -1.11
F 1.857 4.074 3.468 -0.47
O 1.631 0.021 0.900 0.37
C 2.970 -0.066 1.369 -0.06
B 3.230 -1.152 2.600 0.77
N 3.984 -2.452 2.331 -0.70
O 2.816 -0.957 3.961 -0.62
H -2.957 2.141 -1.860 0.11
H -2.573 4.012 -1.970 0.12
H -2.589 2.953 -3.455 0.38
H -0.467 2.163 -3.262 0.43
H -0.092 3.605 -2.214 0.23
H -1.386 1.328 -0.653 0.55
H 0.913 0.426 -2.637 -0.01
H -0.821 -0.070 -2.449 0.61
H 0.328 -0.646 -1.162 -0.24
H -0.213 4.295 -0.182 0.75
H 0.455 4.014 1.459 0.21
H -2.191 2.358 1.062 -0.09
H -1.569 3.461 2.382 0.44
H -2.234 5.154 -0.062 0.41
H -3.330 4.860 2.963 0.34
H -3.864 6.166 1.795 0.40
H -2.081 6.107 2.358 0.32
H -4.795 3.779 1.314 0.35
H -4.552 4.543 -0.424 0.31
H -3.992 2.824 -0.029 0.25
H 1.935 2.736 -2.339 0.19
H 4.365 1.145 -1.194 0.78
H 2.801 0.197 -1.428 -0.72
H 4.626 1.408 -3.617 0.43
H 2.831 1.647 -3.935 0.38
H 3.465 -0.430 -5.009 0.44
H 2.354 -0.922 -3.646 0.30
H 5.172 -1.804 -4.323 0.38
H 5.246 -0.882 -2.665 0.32
H 3.396 -3.086 -0.449 0.25
H 5.763 3.391 -0.316 0.22
H 3.616 5.714 -0.242 0.35
H 4.246 3.937 -3.559 0.36
H -1.350 0.840 2.287 0.27
H -1.064 -0.244 0.734 0.18
H 0.528 -2.226 1.183 0.41
H 0.083 2.304 3.058 0.29
H 1.151 0.951 3.599 0.86
H 2.944 2.941 2.088 -0.35
H 4.052 1.522 3.696 0.03
H 3.765 3.097 4.583 0.48
H 2.645 1.685 4.981 0.29
H 3.547 0.918 1.527 -0.19
H 3.567 -0.554 0.498 -0.11
H 4.824 -2.203 1.773 0.34
H 3.412 -3.100 1.773 0.26
H 3.541 -0.573 4.498 0.30
C -5.107 -5.649 -3.695 -0.47
C -5.364 -6.925 -3.197 -0.47
C -5.200 -7.190 -1.842 -0.53
C -4.766 -6.181 -0.981 0.20
C -4.485 -4.910 -1.484 0.17
C -4.668 -4.643 -2.842 -0.53
C -3.977 -3.845 -0.591 0.53
O -3.735 -2.732 -1.029 -0.73
C -3.760 -4.153 0.841 0.25
C -3.227 -3.177 1.683 -0.65
C -3.031 -3.453 3.033 -0.40
C -3.375 -4.700 3.548 -0.64
C -3.901 -5.678 2.710 -0.61
C -4.085 -5.409 1.353 0.42
C -4.612 -6.468 0.463 0.58
O -4.909 -7.563 0.911 -0.68
H -5.244 -5.441 -4.751 0.39
H -5.695 -7.713 -3.866 0.39
H -5.407 -8.184 -1.459 0.46
H -4.464 -3.653 -3.236 0.47
H -2.960 -2.201 1.290 0.52
H -2.612 -2.694 3.686 0.46
H -3.230 -4.912 4.602 0.41
H -4.163 -6.650 3.116 0.46


(4)
101
Properties=species:S:1:pos:R:3:mulliken_charge:R:1 method="wB97M-V/def2-TZVPD" s_squared=0.765 e_above_lowest_kcal_mol=19.8 total_charge=+3 e_lumo_ev="-9.50 / -9.08" e_tot_ha=-4769.9292 multiplicity=2 homo_lumo_gap_ha="0.1999 / 0.2150"
Re -1.915 0.466 0.543 -0.04
O -4.667 0.239 5.299 -0.62
C -3.944 -0.881 5.277 0.62
C -3.979 -1.685 6.420 -0.73
C -3.274 -2.865 6.467 -0.44
C -2.497 -3.285 5.379 -1.44
C -2.429 -2.500 4.257 -0.43
C -3.140 -1.284 4.184 0.16
C -3.020 -0.494 2.984 1.19
O -2.063 -0.785 2.127 -0.01
N -3.841 0.519 2.749 -1.61
N -3.537 1.086 1.555 0.76
C -4.243 2.071 1.083 -0.31
C -3.816 2.567 -0.187 0.71
C -4.490 3.563 -0.887 -0.97
C -4.038 3.935 -2.136 -0.46
C -2.917 3.296 -2.664 -0.83
C -2.279 2.326 -1.925 0.42
N -2.694 1.966 -0.697 -0.04
H -4.693 0.643 4.415 0.43
H -4.601 -1.356 7.241 0.51
H -3.337 -3.485 7.351 0.44
H -1.970 -4.229 5.414 0.50
H -1.859 -2.823 3.394 0.59
H -5.095 2.466 1.621 0.54
H -5.363 4.025 -0.446 0.51
H -4.547 4.704 -2.700 0.48
H -2.542 3.550 -3.645 0.51
H -1.406 1.817 -2.309 0.17
C 2.889 -2.449 -2.834 -2.03
C 2.298 -1.364 -3.747 2.56
C 2.959 -1.472 -5.139 -1.72
C 0.779 -1.605 -3.872 -1.93
Si 2.692 0.385 -3.116 -1.78
Br 0.292 0.197 -0.418 0.37
C 4.131 0.664 -1.902 2.67
C 4.092 -0.279 -0.685 -1.72
C 4.180 2.109 -1.384 -1.98
C 5.405 0.374 -2.727 -1.73
C 1.950 1.896 -4.003 2.43
C 0.780 1.502 -4.916 -2.02
C 1.457 2.967 -3.012 -1.51
C 3.083 2.484 -4.874 -1.80
H 2.699 -3.420 -3.295 0.63
H 2.418 -2.448 -1.849 0.33
H 3.969 -2.358 -2.720 0.42
H 2.704 -2.449 -5.558 0.51
H 4.048 -1.410 -5.086 0.40
H 2.605 -0.715 -5.840 0.35
H 0.619 -2.672 -4.043 0.57
H 0.345 -1.075 -4.716 0.36
H 0.240 -1.332 -2.963 0.44
H 3.142 -0.215 -0.148 0.20
H 4.896 0.020 -0.007 0.55
H 4.269 -1.316 -0.954 0.34
H 3.308 2.345 -0.770 0.30
H 4.256 2.843 -2.184 0.41
H 5.074 2.223 -0.767 0.62
H 5.412 -0.635 -3.146 0.36
H 6.271 0.459 -2.066 0.53
H 5.542 1.087 -3.543 0.38
H -0.081 1.149 -4.345 0.25
H 1.051 0.740 -5.645 0.42
H 0.471 2.386 -5.480 0.64
H 0.787 2.556 -2.254 0.21
H 0.907 3.725 -3.577 0.51
H 2.275 3.474 -2.507 0.40
H 3.382 1.803 -5.674 0.42
H 3.971 2.747 -4.297 0.36
H 2.714 3.400 -5.340 0.51
C -2.925 -1.043 -0.714 -1.40
C -2.893 -2.363 -0.062 0.59
C -3.986 -2.822 0.678 -0.35
C -3.953 -4.065 1.284 -0.70
C -2.826 -4.868 1.166 -0.55
C -1.729 -4.423 0.437 -0.86
C -1.763 -3.180 -0.171 -0.03
H -3.931 -0.658 -0.872 0.57
H -2.347 -1.010 -1.639 0.63
H -4.875 -2.205 0.755 0.43
H -4.814 -4.420 1.837 0.46
H -2.804 -5.846 1.628 0.46
H -0.858 -5.056 0.329 0.45
H -0.913 -2.835 -0.751 0.37
N 2.575 0.761 4.613 -0.05
C 1.517 -0.303 4.697 -0.86
C 0.720 -0.306 3.395 0.12
N 0.113 0.990 3.096 0.17
C 1.129 2.039 3.063 -0.72
C 1.970 2.108 4.340 -0.75
H 3.220 0.523 3.856 0.35
H 3.127 0.789 5.473 0.37
H 0.880 -0.061 5.547 0.37
H 1.994 -1.266 4.875 0.42
H -0.054 -1.070 3.453 -0.30
H 1.378 -0.570 2.560 0.14
H -0.588 1.209 3.799 0.28
H 0.657 3.010 2.916 0.47
H 1.776 1.853 2.199 0.24
H 1.350 2.361 5.200 0.38
H 2.768 2.843 4.253 0.44